Here is a molecular structure, C24H51FIO4PS2 from the Open Molecules 2025 dataset. Energies are from ωB97M-V with the def2-TZVPD basis set.

CARTESIAN COORDINATES (ANGSTROEM)
C 2.5308 -1.9781 -0.2851
C 3.2689 -1.1049 -1.2941
C 2.5054 0.1896 -1.6255
C 3.3570 1.4517 -1.4571
C 2.5313 2.7545 -1.5091
C 2.6571 3.6686 -0.2812
C 1.5566 3.4826 0.7617
C 1.4425 2.0469 1.3167
C 0.0749 1.3973 1.0800
C -0.9333 1.6822 2.1944
C -2.3211 1.0904 1.8806
C -3.4061 2.1671 1.7964
C -4.6998 1.7075 1.1265
P -4.5511 1.1514 -0.6073
F -3.3690 2.3212 -0.9438
C -5.8748 -0.2179 -0.4898
I -5.0134 -1.7806 0.7403
C -6.3722 -0.8341 -1.8227
C -5.7266 -0.3202 -3.1094
H 1.5731 -2.3163 -0.6844
H 3.1109 -2.8688 -0.0441
H 2.3363 -1.4284 0.6358
H 3.4724 -1.6814 -2.1963
H 4.2426 -0.8369 -0.8789
H 2.1383 0.1602 -2.6537
H 1.6225 0.2572 -0.9840
H 3.8671 1.3914 -0.4939
H 4.1128 1.4431 -2.2379
H 2.8564 3.3293 -2.3786
H 1.4811 2.5136 -1.6885
H 2.6244 4.7071 -0.6168
H 3.6288 3.5249 0.1973
H 0.6008 3.7781 0.3230
H 1.7499 4.1670 1.5894
H 2.2112 1.4089 0.8795
H 1.6419 2.0696 2.3899
H -0.3437 1.7759 0.1434
H 0.1712 0.3140 0.9825
H -1.0129 2.7614 2.3459
H -0.5424 1.2457 3.1148
H -2.5997 0.4118 2.6879
H -2.2772 0.5164 0.9560
H -3.6641 2.4560 2.8199
H -3.0267 3.0638 1.3115
H -5.3919 2.5540 1.0867
H -5.1883 0.9361 1.7168
H -5.3472 1.8632 -1.5105
H -3.6004 0.2083 -1.0100
H -6.7217 0.1634 0.0794
H -7.4534 -0.6989 -1.8775
H -6.2200 -1.9109 -1.7942
H -6.1721 -0.8505 -3.9517
H -5.9224 0.7367 -3.2810
H -4.6559 -0.5097 -3.1398
C 7.7380 1.6502 -5.2563
C 8.4394 2.7710 -4.4757
C 8.1313 2.5535 -2.9890
S 7.8796 0.7831 -2.7873
O 6.5085 0.5577 -2.4055
O 8.9569 0.2155 -2.0198
C 8.0671 0.3577 -4.5164
H 8.0693 1.6092 -6.2926
H 6.6582 1.8132 -5.2551
H 9.5166 2.7123 -4.6421
H 8.1107 3.7566 -4.8009
H 8.9431 2.8582 -2.3341
H 7.2075 3.0422 -2.6858
H 7.4012 -0.4710 -4.7444
H 9.1043 0.0596 -4.6660
C -4.1473 -5.5980 5.7669
C -5.4630 -4.8065 5.7550
C -5.5559 -4.0948 4.3994
S -4.6391 -5.1183 3.2380
O -3.4911 -4.3759 2.7812
O -5.5425 -5.7252 2.2960
C -4.0917 -6.3347 4.4324
H -4.0986 -6.2915 6.6049
H -3.3003 -4.9137 5.8475
H -6.3030 -5.4940 5.8696
H -5.5110 -4.0908 6.5741
H -6.5750 -3.9977 4.0348
H -5.0736 -3.1193 4.4129
H -3.0991 -6.6770 4.1505
H -4.7994 -7.1623 4.3984

Output
Net charge: 0
HOMO, hartree: -0.329
HOMO-LUMO gap, eV: 9.54
Spin multiplicity: 1
Strongest force on any atom, eV/A: 0.6